[1]
{
  "formula": "C39H57BN2O4SSi",
  "method": "ωB97M-V/def2-TZVPD",
  "elements": ["C", "C", "O", "C", "O", "C", "C", "C", "C", "C", "C", "C", "C", "C", "C", "C", "C", "C", "C", "C", "C", "Si", "C", "C", "C", "C", "C", "C", "C", "C", "C", "B", "N", "O", "S", "C", "C", "C", "C", "C", "C", "N", "C", "C", "C", "C", "O", "C", "H", "H", "H", "H", "H", "H", "H", "H", "H", "H", "H", "H", "H", "H", "H", "H", "H", "H", "H", "H", "H", "H", "H", "H", "H", "H", "H", "H", "H", "H", "H", "H", "H", "H", "H", "H", "H", "H", "H", "H", "H", "H", "H", "H", "H", "H", "H", "H", "H", "H", "H", "H", "H", "H", "H", "H", "H"],
  "coordinates": [[-7.882452, 7.384558, 4.473478], [-6.826414, 6.124730, 4.609133], [-6.816845, 5.207904, 3.458698], [-5.798389, 5.582786, 2.456997], [-5.975321, 6.746163, 1.804875], [-4.448108, 4.697940, 2.097665], [-4.665869, 3.060491, 2.342375], [-3.230560, 2.268381, 2.437200], [-2.449393, 2.075221, 1.009212], [-3.351549, 2.052197, -0.395491], [-2.702511, 1.820451, -1.900012], [-1.066258, 1.616218, -2.000090], [-0.077634, 1.624845, -0.653756], [1.530330, 1.367424, -0.859238], [2.498997, 2.592720, -0.361560], [3.621151, 1.898344, 0.666141], [4.788017, 1.085772, -0.151755], [4.921366, -0.505904, 0.231307], [6.502738, -1.007281, 0.428349], [6.834717, -2.426150, -0.323096], [7.758825, -3.467552, 0.598691], [7.111311, -5.304350, 0.527658], [8.421854, -6.464198, 1.392618], [7.009617, -5.912629, -1.317997], [5.367438, -5.473433, 1.353322], [4.584833, -6.912146, 1.450097], [3.099993, -7.035439, 2.140818], [2.352874, -5.675108, 2.741647], [3.153509, -4.245947, 2.643773], [4.674949, -4.109894, 1.967339], [-0.818109, 1.866029, 0.821121], [0.076058, 1.910933, 2.239864], [0.700396, 0.692446, 2.895172], [0.210093, 3.288259, 2.833801], [-0.390302, 1.364933, -3.769722], [-1.580037, 2.388781, -4.820223], [-1.194161, 3.198010, -6.192346], [-2.290296, 4.095752, -7.080092], [-3.880626, 4.147181, -6.576103], [-4.252321, 3.323675, -5.198318], [-3.136366, 2.469059, -4.299156], [-3.670652, 1.782825, -3.061515], [-3.825730, 0.305680, -3.429405], [-4.996040, -0.464368, -2.538815], [-4.363465, -1.758382, -1.755039], [-5.327628, -3.095737, -1.747731], [-4.468011, -4.256121, -2.074156], [-3.654644, -4.677950, -0.922971], [-7.340395, 8.382331, 4.114295], [-8.282302, 7.639589, 5.568334], [-8.833317, 7.153908, 3.828781], [-5.774690, 6.544773, 4.916859], [-7.207109, 5.482903, 5.540866], [-3.638673, 5.013490, 2.916309], [-3.971439, 4.949256, 1.059031], [-5.448094, 2.585553, 1.613135], [-5.151843, 2.987879, 3.430393], [-2.607979, 2.784789, 3.282708], [-3.478055, 1.170269, 2.834570], [-4.522224, 2.207043, -0.323721], [1.792318, 0.398564, -0.212693], [1.846874, 1.103287, -1.959559], [1.909168, 3.422033, 0.258306], [3.088914, 3.140423, -1.211156], [3.114915, 1.105018, 1.396464], [4.113056, 2.704147, 1.390340], [5.857280, 1.571544, 0.060780], [4.496999, 1.150157, -1.304706], [4.489920, -1.159007, -0.660295], [4.331492, -0.830616, 1.194126], [7.178800, -0.182176, -0.104758], [6.776499, -1.102822, 1.576741], [7.501361, -2.209253, -1.288622], [5.898687, -3.025534, -0.692491], [7.817513, -3.092650, 1.707334], [8.861102, -3.507683, 0.173490], [8.279800, -7.548299, 0.963306], [9.509389, -6.059006, 1.134259], [8.227775, -6.452734, 2.552453], [8.032368, -6.476226, -1.557818], [6.932783, -4.970099, -2.039073], [6.091577, -6.647427, -1.476315], [5.044702, -7.920659, 1.011824], [2.481203, -8.040630, 2.222883], [1.280453, -5.785104, 3.232870], [2.669958, -3.249115, 3.040905], [5.261656, -3.075351, 1.904740], [0.074159, 0.244409, 3.604385], [0.897399, 0.010093, 2.119600], [0.525000, 3.229540, 3.783010], [-0.094281, 3.190328, -6.607147], [-2.013531, 4.700023, -8.044730], [-4.721246, 4.758611, -7.152246], [-5.385615, 3.343041, -4.826922], [-2.775554, -0.212812, -3.354667], [-4.159699, 0.226306, -4.557884], [-5.534984, 0.317755, -1.824167], [-5.822588, -0.832724, -3.300830], [-3.368869, -2.057858, -2.329135], [-4.061083, -1.558174, -0.637859], [-6.102688, -3.003706, -2.648270], [-5.885876, -3.236734, -0.717662], [-4.193029, -5.584319, -0.376688], [-2.602221, -5.085208, -1.311102], [-3.485116, -3.858253, -0.105344]],
  "forces_ev_per_a": [[0.19, 0.70, 0.81], [-1.19, 0.91, 1.87], [3.33, 1.01, -1.15], [-1.11, 5.91, -3.26], [1.14, -7.19, 4.18], [-0.03, -0.98, 1.48], [-0.12, 0.75, 1.15], [-0.52, -0.94, -0.27], [1.41, -0.29, -4.63], [3.21, -0.42, -0.27], [2.10, 0.53, 4.36], [-2.16, 0.71, 2.77], [-4.17, 0.52, -0.72], [-0.17, -0.27, 0.42], [0.53, -0.23, 1.81], [0.22, -0.02, 0.55], [0.05, -0.13, -0.04], [0.43, -0.99, -0.41], [-0.19, 0.31, -0.70], [1.17, -0.53, -0.35], [0.22, 0.75, -0.20], [0.44, -0.33, -0.14], [0.22, -0.13, 0.29], [0.28, -0.07, -0.92], [-4.17, 0.24, 2.19], [-2.47, 2.51, 1.55], [1.49, 3.96, -0.14], [4.26, 0.16, -1.86], [1.62, -2.63, -1.29], [-2.31, -4.32, 0.12], [-1.62, 0.01, -2.50], [0.02, 1.95, 0.43], [-1.25, 0.60, -1.33], [-0.29, -3.77, 0.29], [-1.72, 1.48, 0.77], [-3.85, 2.39, -1.57], [-3.03, 0.68, 0.55], [-2.01, -2.25, 3.84], [3.36, -2.50, 2.59], [2.92, 0.23, -1.18], [0.67, 2.45, -3.59], [2.89, -0.56, -0.76], [-0.73, -1.26, -0.69], [0.09, 0.17, -0.02], [0.14, -0.37, 0.06], [0.37, 0.64, -0.88], [-0.19, 0.87, 2.08], [0.34, -1.19, 0.54], [-1.24, -2.37, 0.44], [0.91, -0.66, -2.27], [2.10, 0.30, 1.08], [-1.87, -0.94, -0.97], [0.89, 1.14, -2.26], [-1.80, -0.51, -1.68], [-1.46, -0.26, 1.96], [1.72, 0.94, 1.24], [1.03, 0.05, -2.37], [-0.83, -0.88, -1.91], [0.54, 2.30, -0.85], [2.76, -0.35, -0.30], [-0.54, 2.09, -1.38], [-1.22, 0.49, 2.04], [1.09, -1.90, -1.44], [-1.32, -1.20, 1.42], [0.76, 1.85, -1.58], [-1.05, -1.58, -1.71], [-2.45, -0.88, -0.72], [1.00, -0.05, 2.41], [0.77, 1.39, 1.87], [0.97, 0.92, -1.81], [-1.32, -1.76, 1.49], [-0.53, 0.39, -2.41], [-1.67, -0.38, 1.99], [1.47, 1.45, 0.79], [-0.04, -0.67, -2.02], [-2.13, 0.19, 0.95], [0.44, 2.00, 0.98], [-2.26, -1.02, 0.65], [0.64, -0.17, -2.24], [-2.27, 1.14, 0.36], [0.01, -2.16, 1.36], [2.00, 1.59, 0.17], [-0.95, 2.60, 1.04], [1.70, 2.24, -0.30], [2.60, 0.45, -1.17], [0.95, -2.33, -0.80], [-1.59, -2.51, 0.20], [0.94, 0.49, -0.85], [-0.55, 0.58, 1.28], [-0.24, -0.02, -1.67], [-2.42, -0.10, 1.11], [-0.29, -1.48, 2.17], [2.12, -1.52, 1.40], [2.87, -0.11, -0.76], [-2.11, 0.76, -0.02], [0.72, 0.42, 2.27], [1.31, -1.70, -1.45], [1.71, 0.66, 1.58], [-2.17, 0.47, 1.21], [-0.54, 0.08, -2.23], [1.62, -0.37, 2.08], [1.06, 0.21, -2.07], [1.03, 1.80, -1.10], [-2.38, 1.07, 0.76], [-0.29, -1.27, -1.76]],
  "spin_multiplicity": 1,
  "e_tot_ev": -71895.723,
  "orbital_gap_ev": 7.819,
  "charge": 0,
  "homo_energy_ev": -7.8
}

[2]
{
  "formula": "C39H57IrN9P2S",
  "method": "ωB97M-V/def2-TZVPD",
  "elements": ["Ir", "C", "N", "C", "C", "N", "C", "P", "C", "N", "C", "C", "N", "C", "C", "N", "C", "C", "N", "C", "H", "H", "H", "H", "H", "H", "H", "H", "H", "H", "H", "H", "H", "H", "H", "C", "N", "C", "C", "N", "C", "S", "C", "C", "C", "C", "C", "N", "H", "H", "H", "H", "H", "H", "H", "H", "H", "C", "C", "C", "C", "C", "C", "P", "C", "C", "C", "C", "C", "C", "C", "C", "C", "C", "C", "C", "H", "H", "H", "H", "H", "H", "H", "H", "H", "H", "H", "H", "H", "H", "H", "H", "H", "H", "H", "H", "H", "H", "H", "H", "H", "H", "H", "H", "H", "H", "H", "H", "H"],
  "coordinates": [[0.041586, 0.139304, -0.016966], [2.710758, -4.253665, 2.558988], [1.597426, -3.460460, 2.016789], [0.302708, -3.891856, 1.932626], [-0.409483, -2.869915, 1.386465], [0.437817, -1.814304, 1.139938], [1.650456, -2.204328, 1.525485], [3.147497, -1.177034, 1.550709], [3.139829, -0.689346, -0.195344], [2.090542, -0.306534, -0.920410], [2.539038, -0.172267, -2.214525], [3.867152, -0.461872, -2.257036], [4.234989, -0.783515, -0.981143], [5.589372, -1.193746, -0.575492], [2.409671, 0.317157, 2.269420], [1.373524, 1.015481, 1.805075], [1.205823, 2.061639, 2.687252], [2.139696, 1.982397, 3.672879], [2.893072, 0.878146, 3.399905], [4.038078, 0.423393, 4.206108], [2.466024, -5.305276, 2.448758], [3.620307, -4.046363, 2.004482], [2.860344, -4.028506, 3.612255], [-0.001354, -4.871097, 2.264261], [-1.463055, -2.843347, 1.169688], [1.892093, 0.073428, -3.036996], [4.564208, -0.482028, -3.079013], [6.271184, -0.964410, -1.388122], [5.899424, -0.642483, 0.307509], [5.619963, -2.262411, -0.376713], [0.452665, 2.816598, 2.574079], [2.329647, 2.616134, 4.523806], [4.058286, 1.005329, 5.121811], [3.928984, -0.626082, 4.462508], [4.968961, 0.578524, 3.667260], [-4.003334, -2.437751, -2.566216], [-3.200522, -1.364111, -3.171248], [-3.472493, -0.780301, -4.386392], [-2.536778, 0.157733, -4.595509], [-1.675972, 0.139096, -3.500051], [-2.115440, -0.801802, -2.618457], [-1.548342, -1.333638, -1.088016], [-0.598266, 1.076795, -3.375508], [-0.170945, 1.749272, -4.512283], [0.750125, 2.772861, -4.375694], [1.224881, 3.090892, -3.112315], [0.797997, 2.318966, -2.057864], [-0.094405, 1.315623, -2.171891], [-4.839466, -2.638583, -3.228372], [-4.373679, -2.119314, -1.594954], [-3.399441, -3.334556, -2.456521], [-4.310221, -1.073059, -4.996325], [-2.447520, 0.852205, -5.408664], [-0.533570, 1.487132, -5.494298], [1.085726, 3.314876, -5.250878], [1.930957, 3.894105, -2.951956], [1.185951, 2.498983, -1.060936], [-6.105910, 2.271876, -0.829040], [-5.003313, 2.595944, -1.848632], [-3.664555, 1.947404, -1.448070], [-3.563170, 1.890605, 0.082034], [-4.548625, 0.806830, 0.555279], [-5.879975, 0.883758, -0.234894], [-1.869027, 1.810307, 0.813818], [-1.275284, 3.563460, 0.720661], [-1.492630, 4.208292, -0.659444], [-0.594497, 5.449796, -0.784654], [-0.492551, 6.222102, 0.545278], [-1.743484, 5.982669, 1.382821], [-1.844918, 4.505849, 1.806699], [-2.045076, 1.257991, 2.569716], [-2.326479, -0.249378, 2.695011], [-1.908557, -0.722244, 4.094333], [-2.245532, 0.334434, 5.166004], [-3.416999, 1.200944, 4.709662], [-3.022978, 2.040782, 3.480194], [-7.085571, 2.333845, -1.300623], [-6.115469, 3.013573, -0.025824], [-4.882276, 3.676755, -1.948432], [-5.293869, 2.223466, -2.834252], [-2.833522, 2.464312, -1.918998], [-3.652970, 0.916719, -1.802971], [-3.895946, 2.863483, 0.468729], [-4.743734, 0.903975, 1.621516], [-4.093264, -0.177266, 0.402602], [-6.704616, 0.607255, 0.420525], [-5.875791, 0.146846, -1.045899], [-0.192295, 3.498980, 0.846643], [-2.544087, 4.491214, -0.759532], [-1.278792, 3.523487, -1.476282], [-0.993178, 6.096414, -1.567901], [0.404494, 5.141765, -1.113472], [-0.352564, 7.284886, 0.354164], [0.388064, 5.897689, 1.109948], [-2.626603, 6.269727, 0.806528], [-1.746792, 6.607705, 2.275142], [-2.885830, 4.264912, 2.026969], [-1.287177, 4.359239, 2.735270], [-1.034307, 1.389658, 2.958121], [-1.791951, -0.811637, 1.933867], [-3.384668, -0.445353, 2.536642], [-0.835694, -0.946087, 4.104525], [-2.425552, -1.657484, 4.318530], [-1.379602, 0.977403, 5.358721], [-2.476056, -0.153660, 6.111775], [-3.731974, 1.873232, 5.506892], [-4.279707, 0.567746, 4.486318], [-2.547241, 2.956871, 3.821669], [-3.920002, 2.340547, 2.934825]],
  "forces_ev_per_a": [[-0.75, -0.28, -0.21], [-0.13, 0.06, 0.00], [0.17, -0.15, 0.00], [0.06, 0.02, 0.02], [0.10, 0.13, 0.00], [-0.11, -0.20, -0.08], [-0.12, 0.01, 0.17], [0.07, -0.04, 0.05], [0.06, 0.01, -0.16], [0.07, 0.19, -0.12], [-0.11, -0.10, 0.14], [0.05, -0.09, 0.05], [0.18, -0.07, 0.01], [-0.13, 0.03, -0.04], [-0.04, 0.06, -0.03], [-0.09, 0.25, 0.26], [0.14, -0.10, -0.22], [0.06, -0.01, 0.01], [0.19, -0.05, 0.14], [-0.12, 0.07, -0.08], [-0.01, -0.02, -0.01], [0.01, 0.02, -0.02], [-0.01, 0.02, 0.02], [0.04, 0.03, -0.02], [0.01, 0.02, 0.00], [0.03, 0.05, 0.02], [-0.02, 0.01, 0.05], [-0.01, 0.01, -0.02], [-0.01, 0.01, 0.01], [-0.03, -0.01, 0.00], [-0.03, 0.03, -0.03], [0.00, -0.05, -0.03], [-0.01, 0.02, 0.01], [-0.03, -0.03, -0.01], [0.01, 0.01, -0.04], [0.07, 0.10, -0.08], [-0.21, -0.21, 0.04], [-0.10, -0.11, 0.08], [0.09, 0.08, 0.08], [0.20, 0.19, -0.01], [-0.11, 0.11, -0.13], [0.29, 0.02, -0.08], [-0.22, -0.09, 0.09], [0.06, 0.02, -0.13], [-0.01, 0.01, -0.05], [0.04, -0.02, -0.08], [-0.03, -0.10, 0.05], [0.24, 0.31, 0.10], [-0.01, -0.01, 0.00], [0.00, 0.03, 0.02], [0.02, -0.01, 0.00], [0.01, -0.02, 0.04], [0.04, -0.01, 0.02], [0.01, -0.01, 0.03], [-0.01, -0.02, 0.02], [-0.02, -0.02, -0.01], [-0.02, -0.04, 0.01], [0.05, -0.03, 0.02], [0.00, -0.04, 0.01], [-0.06, 0.03, 0.03], [-0.05, -0.01, -0.04], [-0.01, 0.01, -0.09], [0.06, 0.01, -0.01], [0.18, -0.18, 0.09], [0.00, 0.01, -0.07], [-0.02, 0.11, 0.06], [0.01, -0.01, 0.09], [-0.02, -0.05, -0.03], [0.03, -0.03, 0.00], [0.04, 0.07, -0.05], [-0.11, 0.08, 0.02], [0.03, 0.07, 0.06], [-0.01, 0.03, 0.01], [-0.03, -0.02, -0.04], [0.06, 0.01, -0.02], [-0.03, -0.07, 0.03], [0.00, -0.01, 0.00], [0.00, 0.00, 0.00], [0.00, -0.01, 0.02], [0.02, 0.03, 0.00], [-0.01, -0.02, -0.05], [0.02, -0.09, -0.04], [-0.03, -0.01, 0.04], [-0.03, 0.03, -0.01], [0.01, -0.01, 0.04], [0.00, -0.02, 0.00], [0.00, 0.03, 0.01], [0.09, -0.03, 0.02], [0.02, -0.01, 0.00], [0.02, 0.01, 0.01], [-0.01, -0.01, 0.00], [-0.04, 0.04, 0.02], [0.00, -0.01, 0.00], [-0.02, 0.00, -0.01], [0.01, -0.01, 0.01], [0.00, 0.01, -0.01], [0.01, 0.00, -0.03], [-0.02, -0.01, 0.01], [-0.01, 0.05, 0.05], [0.03, -0.06, -0.07], [-0.01, 0.00, 0.02], [-0.03, 0.02, -0.01], [0.02, 0.01, 0.00], [-0.02, -0.01, -0.03], [0.01, 0.01, 0.01], [-0.02, -0.01, 0.00], [0.02, -0.01, -0.01], [0.03, 0.00, 0.02], [0.00, 0.02, 0.01]],
  "relative_energy_kcal_mol": 9.6,
  "spin_multiplicity": 5,
  "e_tot_ev": -87007.976,
  "orbital_gap_ev": [7.299, 6.194],
  "charge": 3,
  "homo_energy_ev": [-14.8, -16.4]
}